{
  "formula": "BaH18O9",
  "method": "ωB97M-V/def2-TZVPD",
  "symbols": ["Ba", "O", "H", "H", "O", "H", "H", "O", "H", "H", "O", "H", "H", "O", "H", "H", "O", "H", "H", "O", "H", "H", "O", "H", "H", "O", "H", "H"],
  "positions_angstrom": [[-0.145, 0.042, 0.034], [-1.164, 2.502, -0.588], [-1.959, 2.756, -1.058], [-0.649, 3.307, -0.535], [0.094, -2.788, -0.291], [-0.149, -3.260, 0.505], [0.823, -3.291, -0.655], [1.816, -0.533, -1.911], [2.371, -1.306, -2.007], [1.901, -0.071, -2.745], [-1.241, -1.298, 2.321], [-2.135, -1.001, 2.490], [-0.868, -1.443, 3.190], [2.037, 1.677, -0.267], [2.541, 2.430, 0.039], [2.487, 1.395, -1.064], [0.498, 1.604, 2.214], [1.388, 1.607, 2.568], [0.292, 2.528, 2.075], [-2.849, -0.806, -0.301], [-3.159, -1.092, -1.161], [-3.447, -0.101, -0.053], [1.619, -1.131, 1.700], [1.509, -1.558, 2.550], [2.558, -0.956, 1.639], [-1.251, 0.304, -2.533], [-1.456, 0.993, -3.165], [-1.461, -0.511, -2.989]],
  "lumo_energy_ev": [-9.547, -18.379],
  "total_energy_ha": -712.40920,
  "fmax_ev_per_a": 1.10,
  "spin_multiplicity": 2,
  "orbital_gap_ev": [12.7, 3.5],
  "e_above_lowest_ev": 0.000,
  "charge": 3
}


{
  "formula": "CH4N2S2",
  "method": "ωB97M-V/def2-TZVPD",
  "symbols": ["C", "H", "H", "H", "H", "N", "N", "S", "S"],
  "positions_angstrom": [[-0.043, 0.089, -0.189], [-1.816, 0.118, 2.472], [-0.920, -1.879, 0.544], [-0.147, 1.095, 0.125], [2.986, -0.679, -1.998], [-0.993, -0.774, 0.297], [0.854, -0.396, -0.763], [-2.201, 0.116, 1.105], [2.272, 0.446, -0.901]],
  "lumo_energy_ev": 0.243,
  "total_energy_ha": -946.25650,
  "fmax_ev_per_a": 8.72,
  "spin_multiplicity": 1,
  "orbital_gap_ev": 8.6,
  "e_above_lowest_ev": 3.539
}


{
  "formula": "C32H48ClLuN2O6P",
  "method": "ωB97M-V/def2-TZVPD",
  "symbols": ["Lu", "P", "Cl", "C", "H", "H", "C", "C", "C", "H", "C", "H", "H", "C", "H", "H", "C", "H", "H", "C", "H", "H", "H", "H", "C", "C", "H", "C", "H", "H", "C", "H", "H", "C", "H", "H", "C", "H", "H", "H", "H", "C", "H", "C", "H", "H", "C", "H", "H", "C", "H", "H", "C", "H", "H", "H", "H", "C", "C", "H", "C", "H", "C", "H", "H", "C", "H", "H", "C", "H", "H", "H", "H", "O", "C", "O", "C", "C", "C", "C", "C", "C", "N", "O", "O", "N", "O", "O", "H", "H", "H"],
  "positions_angstrom": [[1.494, 2.401, 1.540], [-0.218, -0.915, -0.717], [1.858, 2.439, -0.875], [0.678, 4.303, 2.278], [1.234, 5.183, 2.426], [0.534, 3.833, 3.365], [0.228, -1.465, -2.447], [-2.075, -0.623, -0.715], [-0.015, -0.322, -3.448], [1.324, -1.597, -2.350], [0.648, -0.644, -4.795], [-1.097, -0.196, -3.602], [0.378, 0.625, -3.048], [0.220, -2.010, -5.340], [0.400, 0.144, -5.514], [1.737, -0.630, -4.658], [0.341, -3.130, -4.299], [-0.823, -1.949, -5.679], [0.824, -2.261, -6.219], [-0.349, -2.777, -2.976], [-0.083, -4.060, -4.693], [1.404, -3.318, -4.096], [-1.428, -2.669, -3.150], [-0.222, -3.596, -2.255], [0.125, -2.402, 0.389], [-2.986, -1.626, -1.412], [-2.294, -0.611, 0.371], [-4.439, -1.343, -1.019], [-2.881, -1.503, -2.499], [-2.732, -2.664, -1.168], [-4.865, 0.095, -1.345], [-5.100, -2.056, -1.525], [-4.550, -1.509, 0.062], [-3.852, 1.137, -0.865], [-4.991, 0.197, -2.430], [-5.840, 0.301, -0.889], [-2.414, 0.777, -1.263], [-4.098, 2.135, -1.252], [-3.887, 1.198, 0.233], [-2.321, 0.786, -2.359], [-1.713, 1.529, -0.878], [1.477, -3.058, 0.053], [0.213, -1.890, 1.370], [1.839, -4.165, 1.049], [1.447, -3.482, -0.962], [2.268, -2.296, 0.050], [0.717, -5.194, 1.232], [2.750, -4.672, 0.706], [2.083, -3.710, 2.021], [-0.655, -4.559, 1.478], [0.666, -5.829, 0.337], [0.965, -5.857, 2.070], [-0.998, -3.435, 0.493], [-1.432, -5.330, 1.418], [-0.691, -4.151, 2.496], [-1.180, -3.881, -0.497], [-1.931, -2.950, 0.814], [3.121, -0.427, 1.514], [3.332, 0.864, 1.448], [2.135, -0.766, 1.888], [4.395, 1.493, 2.365], [3.338, 1.318, 0.431], [5.755, 0.812, 2.096], [4.486, 2.575, 2.161], [4.120, 1.360, 3.420], [5.630, -0.729, 2.061], [6.163, 1.185, 1.148], [6.486, 1.090, 2.849], [4.275, -1.339, 1.551], [6.442, -1.178, 1.487], [5.801, -1.107, 3.069], [4.400, -1.660, 0.473], [4.137, -2.339, 2.035], [-2.622, 1.018, 2.066], [-1.612, 1.680, 1.914], [-0.355, 1.272, 1.675], [-1.711, 3.181, 1.955], [-1.513, 3.879, 0.736], [-1.591, 5.294, 0.768], [-1.722, 6.004, 1.970], [-1.949, 5.281, 3.154], [-2.015, 3.857, 3.141], [-1.837, 5.959, 4.398], [-1.681, 7.198, 4.378], [-1.904, 5.295, 5.451], [-1.454, 5.952, -0.482], [-1.383, 5.213, -1.492], [-1.444, 7.192, -0.544], [-1.168, 3.402, -0.183], [-1.601, 7.083, 2.000], [-2.150, 3.338, 4.087]],
  "lumo_energy_ev": [0.856, 0.851],
  "total_energy_ha": -3845.91631,
  "fmax_ev_per_a": 4.83,
  "spin_multiplicity": 1,
  "orbital_gap_ev": [3.6, 3.6],
  "e_above_lowest_ev": 4.344,
  "charge": -1
}


{
  "formula": "C2HF3I2",
  "method": "ωB97M-V/def2-TZVPD",
  "symbols": ["C", "C", "F", "F", "F", "I", "I", "H"],
  "positions_angstrom": [[0.485, 0.095, -0.650], [-0.409, -0.159, 0.543], [1.465, -0.724, -0.395], [-0.699, -1.468, 0.628], [-1.576, 0.444, 0.561], [-0.583, -0.163, -2.496], [0.583, 0.401, 2.400], [0.735, 1.573, -0.591]],
  "lumo_energy_ev": -0.458,
  "total_energy_ha": -971.71589,
  "fmax_ev_per_a": 5.47,
  "spin_multiplicity": 1,
  "orbital_gap_ev": 9.6,
  "e_above_lowest_ev": 1.419
}


{
  "formula": "C12H106O39Si2",
  "method": "ωB97M-V/def2-TZVPD",
  "symbols": ["C", "C", "C", "C", "C", "C", "C", "C", "C", "C", "C", "C", "Si", "O", "Si", "H", "H", "H", "H", "H", "H", "H", "H", "H", "H", "H", "H", "H", "H", "H", "H", "H", "H", "H", "H", "H", "H", "H", "H", "H", "H", "H", "H", "H", "H", "O", "H", "H", "O", "H", "H", "O", "H", "H", "O", "H", "H", "O", "H", "H", "O", "H", "H", "O", "H", "H", "O", "H", "H", "O", "H", "H", "O", "H", "H", "O", "H", "H", "O", "H", "H", "O", "H", "H", "O", "H", "H", "O", "H", "H", "O", "H", "H", "O", "H", "H", "O", "H", "H", "O", "H", "H", "O", "H", "H", "O", "H", "H", "O", "H", "H", "O", "H", "H", "O", "H", "H", "O", "H", "H", "O", "H", "H", "O", "H", "H", "O", "H", "H", "O", "H", "H", "O", "H", "H", "O", "H", "H", "O", "H", "H", "O", "H", "H", "O", "H", "H", "O", "H", "H", "O", "H", "H", "O", "H", "H", "O", "H", "H"],
  "positions_angstrom": [[-3.616, 2.783, 0.862], [-3.057, 1.677, 1.807], [-2.069, 0.704, 1.093], [-0.553, 0.885, 1.398], [0.091, 2.228, 0.945], [0.637, 2.304, -0.493], [-0.308, 1.938, -1.660], [-0.497, 0.433, -1.938], [0.244, -0.067, -3.193], [0.175, -1.593, -3.337], [1.061, -2.318, -2.319], [0.780, -3.837, -2.205], [1.248, -4.493, -0.530], [0.335, -3.600, 0.572], [0.570, -3.583, 2.222], [-3.845, 3.712, 1.387], [-4.547, 2.427, 0.395], [-2.907, 3.026, 0.054], [-2.564, 2.136, 2.678], [-3.922, 1.089, 2.160], [-2.326, -0.333, 1.358], [-2.234, 0.806, 0.009], [0.041, 0.026, 1.038], [-0.469, 0.864, 2.496], [0.956, 2.335, 1.626], [-0.582, 3.076, 1.167], [1.553, 1.695, -0.562], [0.942, 3.350, -0.671], [-1.289, 2.418, -1.512], [0.109, 2.393, -2.577], [-1.571, 0.212, -2.073], [-0.160, -0.151, -1.068], [-0.218, 0.407, -4.078], [1.298, 0.253, -3.153], [-0.885, -1.898, -3.197], [0.449, -1.898, -4.357], [2.122, -2.219, -2.600], [0.925, -1.845, -1.333], [-0.296, -4.018, -2.356], [1.351, -4.363, -2.989], [0.878, -5.912, -0.398], [2.688, -4.288, -0.243], [1.122, -2.270, 2.624], [-0.729, -3.782, 2.897], [1.504, -4.662, 2.612], [4.366, -6.525, 1.422], [3.459, -6.766, 1.182], [4.289, -5.740, 1.968], [-4.115, 0.974, -2.596], [-4.420, 1.878, -2.492], [-3.829, 0.729, -1.712], [-1.633, -0.329, 4.396], [-2.550, -0.216, 4.695], [-1.681, -1.046, 3.759], [-5.093, 4.061, 3.613], [-4.409, 3.859, 4.263], [-4.886, 4.954, 3.311], [2.289, -8.050, 0.099], [2.435, -8.909, 0.502], [1.935, -8.231, -0.784], [1.402, 0.160, 4.108], [0.475, 0.195, 4.392], [1.439, -0.589, 3.506], [-3.276, 2.628, 5.284], [-2.828, 2.153, 5.985], [-3.659, 1.932, 4.735], [3.130, 2.002, 2.748], [3.385, 2.741, 3.314], [2.566, 1.440, 3.311], [-4.660, -1.291, 2.256], [-4.074, -1.874, 1.767], [-5.093, -0.774, 1.564], [5.567, 3.017, 4.103], [5.912, 2.680, 4.933], [5.584, 2.270, 3.494], [-2.629, -3.567, -1.640], [-2.156, -3.806, -0.834], [-2.310, -2.684, -1.853], [1.122, 4.207, 3.510], [1.597, 3.531, 3.007], [0.774, 4.778, 2.815], [0.359, -8.283, -1.994], [0.025, -8.093, -2.881], [-0.418, -8.472, -1.463], [-4.901, 0.255, 4.359], [-5.242, 0.343, 3.459], [-5.631, -0.097, 4.873], [-5.074, 7.056, 3.050], [-5.069, 7.844, 3.611], [-5.690, 7.253, 2.341], [4.279, -3.152, -2.518], [4.434, -3.588, -1.674], [4.512, -3.813, -3.188], [-0.389, 5.584, -0.386], [-0.716, 5.299, -1.244], [-0.093, 6.491, -0.522], [-4.246, -6.257, -1.975], [-4.201, -6.540, -2.894], [-4.230, -5.292, -2.034], [2.306, 7.091, -0.332], [2.458, 7.095, 0.619], [2.317, 6.158, -0.575], [-1.510, -5.229, -4.283], [-0.652, -5.478, -3.923], [-2.009, -4.915, -3.518], [4.762, 5.103, 2.185], [5.145, 4.638, 1.434], [4.961, 4.559, 2.962], [1.760, 7.531, -3.251], [1.911, 7.415, -2.305], [1.782, 6.653, -3.636], [-6.827, -1.823, 0.465], [-6.591, -2.363, 1.226], [-7.383, -2.374, -0.093], [6.554, 7.208, 2.918], [6.995, 6.961, 3.732], [5.874, 6.528, 2.763], [-0.131, -7.717, -4.796], [0.567, -8.020, -5.381], [-0.648, -7.081, -5.300], [-5.881, 8.094, 5.481], [-5.879, 7.146, 5.647], [-6.258, 8.502, 6.263], [2.472, 10.059, -4.666], [2.197, 9.172, -4.396], [2.274, 10.607, -3.904], [6.783, 6.119, 0.054], [7.703, 5.908, 0.225], [6.564, 6.748, 0.755], [-5.667, -1.729, -2.466], [-5.173, -1.971, -1.681], [-5.218, -0.944, -2.806], [5.234, -3.968, -5.186], [5.111, -4.259, -6.100], [5.422, -3.028, -5.251], [2.151, 6.665, 4.708], [1.662, 6.869, 5.508], [1.931, 5.743, 4.518], [0.594, -4.026, -6.008], [0.286, -3.847, -6.899], [-0.201, -3.942, -5.465], [-5.037, -9.225, -1.542], [-5.068, -9.557, -2.440], [-5.008, -8.263, -1.623], [-6.483, -8.746, 1.016], [-5.859, -9.005, 0.324], [-6.356, -9.385, 1.719], [6.653, -1.662, -1.393], [6.911, -2.216, -0.653], [6.086, -2.214, -1.948], [8.624, 0.395, -2.137], [8.698, 1.153, -1.556], [8.033, -0.224, -1.686], [-1.341, 5.902, 4.638], [-0.775, 5.275, 4.178], [-1.785, 6.399, 3.946], [5.561, -5.276, -7.753], [5.680, -6.135, -7.338], [5.145, -5.452, -8.600]],
  "lumo_energy_ev": -0.405,
  "total_energy_ha": -4034.21775,
  "fmax_ev_per_a": 0.93,
  "spin_multiplicity": 1,
  "orbital_gap_ev": 10.1
}